Entry 1:
The molecule C4H9NO3. Source: the Open Molecules 2025 dataset; level of theory: ωB97M-V/def2-TZVPD.

Last column: Mulliken charge in e.
Geometry (Å):
C -0.184 -0.761 1.389  -1.27
C -0.360 -0.951 -0.119  0.16
C 0.792 -0.299 -0.920  -0.70
C 1.049 1.137 -0.544  0.50
O 0.392 2.085 -0.892  -0.63
O 2.130 1.266 0.228  -0.44
N -1.641 -0.486 -0.646  -0.38
O -2.001 0.809 -0.156  -0.40
H 0.819 -1.043 1.694  0.35
H -0.357 0.280 1.654  0.30
H -0.903 -1.373 1.929  0.42
H -0.336 -2.021 -0.359  0.37
H 0.522 -0.335 -1.976  0.35
H 1.707 -0.864 -0.747  0.35
H 2.274 2.196 0.466  0.34
H -2.388 -1.078 -0.291  0.30
H -1.513 1.440 -0.711  0.37

Results
largest force on an atom = 0.7 eV/Å
frontier orbital gap = 0.3537 Ha
energy above the lowest of the compared OMol25 structures with the same formula, charge and spin = 1.988 eV
E = -11925.5531 eV

***

Entry 2:
The molecule C5H8O2S in a non-equilibrium geometry. Source: the Open Molecules 2025 dataset; level of theory: ωB97M-V/def2-TZVPD.

Last column: Mulliken charge in e.
Geometry (Å):
C 1.723 1.184 -0.487  -1.28
C 1.459 -0.046 0.244  0.40
O 1.791 -0.091 1.612  -0.50
C -0.133 -0.330 -0.062  0.36
C -0.749 -1.448 -0.513  -0.54
O -2.238 -1.543 -0.567  -0.37
C -2.640 -0.428 0.200  -0.46
S -1.453 0.948 0.089  -0.18
H 1.541 1.078 -1.484  0.43
H 0.923 2.045 -0.169  0.23
H 2.784 1.749 -0.284  0.26
H 2.020 -0.879 -0.421  0.25
H 1.517 0.726 1.978  0.35
H -0.282 -2.364 -0.962  0.32
H -2.847 -0.604 1.184  0.39
H -3.415 0.003 -0.359  0.34

Results
largest force on an atom = 7.1 eV/Å
frontier orbital gap = 0.3294 Ha
energy above the lowest of the compared OMol25 structures with the same formula, charge and spin = 3.119 eV
E = -20241.8093 eV

***

Entry 3:
The molecule C4H6N2O in a non-equilibrium geometry. Source: the Open Molecules 2025 dataset; level of theory: ωB97M-V/def2-TZVPD.

Last column: Mulliken charge in e.
Geometry (Å):
H -2.346 1.708 -0.581  0.24
N -1.680 0.946 -0.693  -0.59
C -1.805 0.126 0.260  0.08
O -1.056 -0.986 0.403  -0.37
C 0.203 -1.008 -0.266  -0.58
C 1.138 -0.028 0.466  -0.16
C 2.199 0.532 -0.369  0.13
N 3.037 1.005 -1.011  -0.39
H -2.488 0.210 1.108  0.38
H 0.105 -0.768 -1.328  0.39
H 0.559 -2.035 -0.158  0.32
H 0.542 0.811 0.835  0.23
H 1.593 -0.514 1.335  0.31

Results
largest force on an atom = 1.2 eV/Å
frontier orbital gap = 0.4194 Ha
energy above the lowest of the compared OMol25 structures with the same formula, charge and spin = 1.477 eV
E = -9272.0249 eV

***

Entry 4:
A structure of composition C30H50Cl6P2PdSi2 in a non-equilibrium geometry. Source: the Open Molecules 2025 dataset; level of theory: ωB97M-V/def2-TZVPD.

Last column: Löwdin spin population.
Geometry (Å):
Pd 0.584 1.500 0.671  1.16
C -1.216 0.222 1.642  0.07
C -1.652 1.492 1.070  0.12
C -2.272 1.146 -0.194  0.09
Si -1.804 3.207 1.861  0.02
C -2.195 -0.247 -0.373  0.08
C -1.544 -0.844 0.738  0.10
Si -1.453 -2.695 1.044  0.01
H -0.860 0.121 2.667  0.00
H -2.826 1.849 -0.813  0.00
H -2.615 -0.804 -1.213  0.00
Cl -0.011 -2.145 -2.705  0.01
C -0.905 -2.924 2.820  0.00
C -3.117 -3.484 0.758  0.00
C -1.371 3.119 3.667  0.00
C -3.552 3.812 1.603  0.01
H -3.902 -2.744 0.967  0.00
H -3.244 -4.321 1.459  0.00
H -3.259 -3.858 -0.262  0.00
H 0.143 -2.623 2.968  0.00
H -1.005 -3.984 3.097  0.00
H -1.545 -2.326 3.484  0.00
H -4.267 3.029 1.893  0.00
H -3.742 4.084 0.557  0.00
H -3.729 4.699 2.228  0.00
H -2.300 2.999 4.243  0.00
H -0.882 4.048 3.989  0.00
H -0.705 2.281 3.906  0.00
C -0.111 -3.626 0.043  0.00
C -0.613 4.400 0.957  0.03
P -0.072 -3.930 -1.733  0.00
H -0.042 -4.611 0.542  0.00
H 0.822 -3.087 0.305  0.00
P 0.244 3.541 -0.402  0.19
H 0.146 4.748 1.677  0.00
H -1.167 5.269 0.568  0.01
C 1.810 4.385 -0.909  0.03
C -0.948 3.786 -1.817  0.03
C -1.529 -4.727 -2.479  0.00
C 1.487 -4.789 -2.142  0.00
C 2.698 -3.841 -2.155  0.00
H 1.330 -5.171 -3.165  0.00
C 1.746 -5.966 -1.196  0.00
H 1.942 -5.623 -0.170  0.00
H 2.644 -6.495 -1.543  0.00
H 0.927 -6.694 -1.169  0.00
H 2.634 -3.102 -2.961  0.00
H 3.605 -4.437 -2.318  0.00
H 2.816 -3.312 -1.199  0.00
H -2.390 -4.144 -2.111  0.00
C -1.685 -6.181 -2.026  0.00
C -1.480 -4.624 -4.015  0.00
H -1.757 -6.282 -0.934  0.00
H -0.856 -6.810 -2.383  0.00
H -2.612 -6.592 -2.451  0.00
H -1.630 -3.596 -4.358  0.00
H -2.280 -5.240 -4.444  0.00
H -0.524 -4.985 -4.418  0.00
H -1.939 3.663 -1.352  0.00
C -0.807 2.730 -2.916  0.00
C -0.856 5.210 -2.385  0.01
H -1.010 5.984 -1.624  0.00
H -1.642 5.340 -3.140  0.00
H 0.107 5.391 -2.878  0.00
H -1.065 1.725 -2.562  0.00
H 0.207 2.709 -3.338  0.00
H -1.497 2.975 -3.737  0.00
C 3.064 3.620 -0.475  0.01
C 1.908 5.834 -0.431  0.01
H 1.756 4.367 -2.012  0.00
H 1.996 5.883 0.661  0.00
H 1.063 6.454 -0.747  0.00
H 2.821 6.270 -0.862  0.00
H 3.240 3.746 0.599  0.00
H 3.930 4.020 -1.017  0.00
H 2.984 2.552 -0.691  0.00
C 1.343 0.802 -0.987  0.34
H 1.091 1.409 -1.870  0.02
H 0.921 -0.203 -1.117  0.03
H 2.432 0.719 -0.852  0.04
Cl 2.135 -1.375 1.109  0.08
C 2.302 -0.277 2.439  0.29
C 1.886 1.024 2.311  0.37
C 2.285 1.957 3.239  0.18
Cl 2.065 3.651 2.935  0.05
C 2.913 1.555 4.442  0.23
Cl 3.297 2.712 5.640  0.07
C 3.190 0.184 4.654  0.04
Cl 3.890 -0.347 6.118  0.00
C 2.898 -0.741 3.631  0.16
Cl 3.188 -2.414 3.849  0.05

Results
largest force on an atom = 3.7 eV/Å
2S+1 = 5
frontier orbital gap (spin up / spin down) = 0.0953 / 0.1992 Ha
energy above the lowest of the compared OMol25 structures with the same formula, charge and spin = 1.381 eV
E = -144864.3958 eV

***

Entry 5:
The molecule C5H10O. Source: the Open Molecules 2025 dataset; level of theory: ωB97M-V/def2-TZVPD.

Last column: Mulliken charge in e.
Geometry (Å):
C 2.491 -0.161 0.058  -0.71
O 1.235 -0.488 0.596  -0.38
C 0.114 -0.138 -0.169  0.12
C -0.775 1.109 0.141  -0.71
C -1.987 0.200 -0.169  -0.48
C -1.101 -1.008 0.166  -0.62
H 2.611 0.922 -0.070  0.30
H 2.671 -0.658 -0.909  0.29
H 3.243 -0.513 0.771  0.24
H 0.353 -0.070 -1.237  0.29
H -0.708 1.367 1.202  0.27
H -0.678 2.017 -0.466  0.30
H -2.223 0.210 -1.239  0.23
H -2.910 0.339 0.399  0.31
H -1.068 -1.158 1.252  0.22
H -1.267 -1.971 -0.326  0.32

Results
largest force on an atom = 0.5 eV/Å
frontier orbital gap = 0.3943 Ha
energy above the lowest of the compared OMol25 structures with the same formula, charge and spin = 1.445 eV
E = -7393.3207 eV

***

Entry 6:
The ion C4H3N2 with charge +1 in a non-equilibrium geometry. Source: the Open Molecules 2025 dataset; level of theory: ωB97M-V/def2-TZVPD.

Last column: Mulliken charge in e.
Geometry (Å):
C 1.734 0.364 0.060  0.04
C 0.965 -0.512 -0.056  -0.29
C -0.093 -1.470 0.022  0.07
N -1.360 -1.076 -0.114  -0.39
C -1.531 0.245 -0.157  0.61
N -1.019 1.291 0.153  -0.23
H 2.116 1.283 -0.042  0.45
H 0.239 -2.477 0.234  0.37
H -1.051 2.353 -0.100  0.38

Results
largest force on an atom = 4.7 eV/Å
frontier orbital gap = 0.3464 Ha
energy above the lowest of the compared OMol25 structures with the same formula, charge and spin = 1.169 eV
E = -7164.1235 eV
total charge = +1

***

Q: energy above the lowest of the compared OMol25 structures with the same formula, charge and spin of number 1 (C4H9NO3)?
A: 1.988 eV